1.
Density functional theory data (ωB97M-V with the def2-TZVPD basis set) for a structure of composition C8H6N2PS2 in a non-equilibrium geometry.

electronic energy	-1555.40397	Ha
molar mass	225.3	g mol⁻¹
net charge	+1
E_HOMO	-0.47979	hartree

Each line ends with the natural charge from an NBO analysis.
Geometry (Å):
S1 -3.676 -0.447 -0.361  0.792
N1 -2.982 0.861 0.286  -0.549
C1 -2.201 -1.296 -0.454  -0.339
C2 -0.910 1.906 0.854  -0.151
C3 -1.701 0.793 0.255  0.164
H1 0.983 3.066 1.024  0.255
C4 -1.160 -0.465 -0.182  -0.233
C5 0.179 -0.894 -0.061  0.116
P1 1.342 1.597 -0.885  0.802
H2 2.960 -2.925 0.375  0.260
C6 2.290 -2.224 0.160  -0.390
H3 -2.230 -2.243 -0.822  0.245
H4 3.401 -0.356 -0.409  0.263
H5 0.301 1.431 -1.669  -0.057
S2 0.606 -2.521 0.274  0.585
C7 0.364 2.262 0.568  -0.496
H6 -1.275 2.555 1.666  0.261
C8 2.439 -0.905 -0.215  -0.003
N2 1.270 -0.195 -0.402  -0.524

Force components x, y, z for each atom (eV/Å):
0.662 -0.682 0.590
-1.399 1.123 -0.421
-1.371 2.028 -0.312
1.599 1.062 0.511
1.807 1.016 1.063
-1.198 -0.560 0.214
-1.037 0.470 0.701
1.821 -1.092 -1.095
1.071 -0.386 2.499
2.745 -2.654 0.690
-3.355 4.727 -1.431
0.331 -2.647 -0.905
-1.156 -0.807 0.302
-2.048 -0.279 -1.768
-0.333 0.181 0.556
0.666 -0.429 -1.429
-0.805 -0.817 -0.403
1.710 -0.351 -0.157
0.290 0.095 0.794

2.
Density functional theory data (ωB97M-V with the def2-TZVPD basis set) for an isolated molecule of C10H8Br2 in a non-equilibrium geometry.

ΔE to the lowest compared entry with this formula, charge and spin	0.0	kJ/mol
electronic energy	-5533.83843	Ha
SMILES	CC1=Cc2ccccc2C1(Br)Br
molar mass	288.0	g mol⁻¹
E_HOMO	-0.30892	hartree

Each line ends with the natural charge from an NBO analysis.
Geometry (Å):
C1 -0.267 -0.783 0.205  -0.137
C2 -1.416 2.886 0.070  -0.673
C3 0.867 -0.038 -0.180  -0.033
H1 1.128 2.273 -0.544  0.228
C4 2.067 -0.665 -0.470  -0.200
C5 -0.158 -2.111 0.514  -0.183
C6 -1.445 0.115 0.224  -0.096
C7 1.076 -2.777 0.303  -0.210
C8 2.206 -2.032 -0.229  -0.197
H2 -0.738 3.689 0.500  0.237
H3 -1.085 -2.724 0.542  0.228
Br1 -2.672 0.006 1.756  0.079
H4 -2.318 2.717 0.629  0.231
H5 3.223 -2.419 -0.286  0.218
H6 -1.834 3.344 -0.914  0.236
C9 -0.781 1.570 0.089  -0.008
H7 1.034 -3.915 0.335  0.224
C10 0.507 1.383 -0.325  -0.191
H8 2.983 -0.176 -0.699  0.216
Br2 -2.379 -0.343 -1.519  0.032

Force components x, y, z for each atom (eV/Å):
1.230 0.601 0.635
-1.167 1.791 -0.640
0.076 0.326 -0.819
-0.091 -1.035 0.003
-0.233 -1.082 1.113
-0.076 -1.599 -1.541
-0.085 1.974 -0.354
0.457 -0.135 -1.206
-1.674 -0.729 1.539
-0.989 -1.086 -0.228
0.721 0.467 0.726
0.551 -0.113 -0.710
-0.533 0.838 0.829
-0.488 -0.460 -0.255
1.043 -1.280 1.138
1.741 -1.897 -2.415
0.536 1.751 0.255
-1.304 0.334 1.532
0.281 0.868 -0.476
0.004 0.465 0.876

3.
Density functional theory data (ωB97M-V with the def2-TZVPD basis set) for a structure of composition C6H9NO2 in a non-equilibrium geometry.

ΔE to the lowest compared entry with this formula, charge and spin	641.0	kJ/mol
electronic energy	-439.03222	Ha
molar mass	127.1	g mol⁻¹
E_HOMO	-0.32875	hartree

Each line ends with the natural charge from an NBO analysis.
Geometry (Å):
H1 2.069 -1.215 -1.224  0.351
C1 -2.278 -0.587 -0.135  -0.075
C2 -0.186 -0.698 -0.132  0.050
H2 -0.425 -0.590 -1.304  0.204
H3 2.254 2.000 -0.209  0.242
O1 -1.324 -1.678 0.088  -0.540
H4 2.000 -2.247 -0.086  0.355
O2 -0.983 1.638 -0.083  -0.497
N1 2.239 -1.324 -0.164  -0.805
C3 0.327 1.894 -0.125  0.109
H5 -1.291 0.340 1.531  0.192
C4 -1.152 0.341 0.526  0.044
H6 0.593 2.925 -0.431  0.197
H7 -2.565 -0.105 -1.197  0.181
C5 1.318 1.062 0.218  -0.324
C6 1.236 -0.488 0.521  -0.100
H8 -3.042 -0.755 0.482  0.181
H9 1.210 -0.514 1.725  0.235

Force components x, y, z for each atom (eV/Å):
0.521 0.412 2.068
4.106 2.561 -1.320
-2.959 1.499 0.380
2.211 0.314 2.219
-1.539 -4.282 1.840
0.591 -0.175 -0.764
-0.712 -2.952 1.007
-0.945 -0.370 1.035
0.472 3.380 -1.958
0.412 0.538 0.258
0.283 0.242 3.086
-1.129 -0.579 -6.541
-0.750 -0.712 0.153
0.864 -1.878 1.914
3.028 2.973 -2.276
-1.121 0.457 -0.109
-3.512 -0.639 1.881
0.179 -0.792 -2.875

4.
Density functional theory data (ωB97M-V with the def2-TZVPD basis set) for a structure of composition C24H43NP2Sn in a non-equilibrium geometry.

ΔE to the lowest compared entry with this formula, charge and spin	0.0	kJ/mol
electronic energy	-1891.83760	Ha
molar mass	526.3	g mol⁻¹
E_HOMO	-0.26818	hartree

Each line ends with the Löwdin charge.
Geometry (Å):
C1 0.548 -2.585 3.781  -0.361
C2 -1.088 -2.172 -0.882  -0.138
H1 -3.018 -1.501 -1.457  0.112
H2 2.236 -0.493 5.798  0.048
H3 0.484 -0.489 6.215  0.088
H4 1.440 -0.021 0.432  0.018
C3 -1.713 0.196 -1.651  -0.242
N1 1.440 1.411 6.223  -0.285
H5 -0.416 -2.285 4.217  -0.020
H6 1.458 3.222 7.264  0.086
C4 -2.549 1.862 4.267  -0.091
C5 0.244 -2.077 -1.041  -0.158
H7 2.548 -1.834 -4.315  0.041
H8 -0.529 -3.990 -5.270  0.036
C6 0.591 0.340 -5.573  -0.413
H9 0.406 -3.253 2.917  -0.022
C7 -1.244 1.951 -4.224  -0.275
H10 1.673 0.253 -5.763  0.074
H11 -2.461 -0.852 0.079  0.102
C8 -1.501 0.079 2.998  -0.144
H12 1.570 1.731 8.258  0.080
H13 -2.006 1.168 -4.317  0.039
H14 -1.498 2.592 -3.374  0.043
H15 1.100 3.254 -5.065  0.038
C9 1.181 1.980 4.914  -0.204
H16 -3.642 0.403 3.094  0.101
H17 1.704 -0.179 7.478  0.090
H18 2.016 1.688 4.247  0.066
H19 0.003 2.217 7.559  0.083
C10 0.296 1.410 -0.772  -0.144
C11 -0.895 -3.480 -4.367  -0.285
P1 0.134 -2.014 -4.038  0.860
H20 -1.193 3.173 5.347  0.108
H21 -1.938 -3.163 -4.502  0.040
C12 1.047 -0.919 -1.525  -0.325
C13 -0.143 1.603 4.297  -0.274
Sn1 1.562 -0.741 3.109  1.094
C14 1.817 -2.653 -4.357  -0.269
H22 1.490 3.275 -3.306  0.033
H23 2.065 -3.393 -3.588  0.042
H24 -1.595 -0.808 2.362  0.087
C15 1.486 2.667 -4.219  -0.287
H25 -1.186 -0.930 -5.738  0.075
H26 -2.620 0.628 -2.110  0.111
H27 2.019 -1.298 -1.884  0.098
H28 -0.837 -4.148 -3.500  0.034
C16 -2.123 -1.111 -0.936  -0.184
H29 0.151 1.007 -6.334  0.073
C17 1.461 -0.012 6.416  -0.108
C18 1.325 0.310 -0.623  -0.189
C19 -2.658 0.757 3.424  -0.092
H30 0.690 2.414 -0.559  0.100
C20 -0.098 -1.036 -5.600  -0.420
H31 2.305 0.721 -0.937  0.108
H32 1.829 -3.121 -5.353  0.040
C21 1.097 2.189 7.378  -0.107
H33 0.310 -1.659 -6.413  0.071
C22 -0.255 0.526 3.425  -0.325
H34 -1.205 2.544 -5.147  0.040
C23 -1.034 1.210 -0.805  -0.124
H35 -1.702 1.868 -0.235  0.110
P2 0.412 1.223 -3.940  0.883
H36 2.510 2.321 -4.426  0.040
H37 1.172 -3.080 4.539  -0.022
H38 1.217 3.078 5.046  0.125
C24 -1.296 2.303 4.696  -0.043
H39 -3.446 2.385 4.605  0.101
H40 0.582 -0.502 -2.441  -0.086
H41 -1.484 -3.140 -0.559  0.101
H42 -1.098 -0.080 -2.512  0.011
H43 0.850 -2.939 -0.730  0.103

Force components x, y, z for each atom (eV/Å):
-0.054 0.393 0.017
0.866 -0.510 0.831
0.276 -0.037 0.235
-0.014 0.006 0.017
0.184 -0.100 0.026
-0.211 0.574 -0.359
-0.583 -1.349 0.117
0.916 0.230 0.049
0.235 -0.350 -0.145
-0.091 -0.259 0.084
0.056 0.241 0.103
-0.387 -0.154 1.011
-0.158 -0.226 -0.018
-0.337 -0.161 0.158
-0.022 0.323 0.034
-0.007 0.114 0.342
0.044 0.266 -0.167
-0.341 -0.055 -0.035
0.056 -0.259 -0.095
-0.795 0.565 0.270
-0.110 0.302 -0.148
0.212 0.188 -0.012
-0.078 -0.044 -0.145
0.343 0.059 0.187
0.233 0.262 0.163
0.365 0.202 0.177
0.039 -0.259 -0.506
-0.281 0.154 0.074
0.218 0.123 0.140
0.014 -0.010 1.616
0.156 -0.226 -0.514
-0.698 0.566 -0.607
-0.138 -0.211 -0.101
0.275 -0.142 0.025
0.534 0.779 -0.376
-0.654 0.518 0.164
-0.306 -0.046 -0.097
-0.038 -0.192 -0.116
0.053 -0.025 -0.258
0.102 0.095 -0.178
0.011 0.296 0.179
-0.071 0.256 -0.318
0.328 0.006 -0.055
0.244 0.091 0.499
-0.243 -0.004 0.276
-0.036 0.072 -0.218
-0.753 0.629 -0.793
0.326 -0.289 -0.049
-0.559 0.214 0.153
0.439 -0.310 -1.492
0.200 -0.431 -0.361
-0.347 -0.372 0.777
0.111 -0.464 -0.185
-0.285 -0.233 0.298
0.249 0.020 0.235
-0.548 0.016 0.099
-0.325 0.336 -0.143
0.920 -1.028 0.101
-0.216 -0.010 0.168
0.120 0.748 -0.197
0.243 0.529 -0.859
0.075 -0.422 -0.412
-0.284 0.184 0.066
-0.200 0.017 -0.266
0.129 -0.427 -0.175
0.025 -0.423 -0.262
0.231 -0.158 -0.153
0.707 -0.412 1.169
0.215 0.158 0.053
-0.165 0.066 0.287
-0.416 0.002 -0.382

5.
Density functional theory data (ωB97M-V with the def2-TZVPD basis set) for an isolated molecule of CH3NOP2 in a non-equilibrium geometry.

ΔE to the lowest compared entry with this formula, charge and spin	287.1	kJ/mol
electronic energy	-852.42556	Ha
SMILES	N#[PH]PC=O
molar mass	107.0	g mol⁻¹
E_HOMO	-0.34142	hartree

Each line ends with the natural charge from an NBO analysis.
Geometry (Å):
P1 0.939 -1.026 0.823  0.249
H1 0.133 1.940 0.059  -0.037
O1 -1.815 -0.979 0.034  -0.487
H2 -1.117 0.232 1.382  0.124
H3 0.595 -1.498 -0.330  -0.020
C1 -0.887 -0.443 0.623  0.116
P2 0.811 0.862 -0.611  0.967
N1 1.341 0.912 -1.978  -0.912

Force components x, y, z for each atom (eV/Å):
-0.772 2.984 0.844
0.191 -0.331 -0.070
1.896 0.782 0.063
-0.611 2.150 1.207
0.128 -2.279 -3.185
-1.700 -3.244 0.710
0.241 -0.251 2.396
0.626 0.189 -1.964

6.
Density functional theory data (ωB97M-V with the def2-TZVPD basis set) for a cluster of 10 separate species, C9H40N2O10 in total in a non-equilibrium geometry.

ΔE to the lowest compared entry with this formula, charge and spin	0.0	kJ/mol
electronic energy	-1228.75761	Ha
SMILES	COC[C@H](C)N.COC[C@H](C)N.CO.O.O.O.O.O.O.O
molar mass	336.4	g mol⁻¹
E_HOMO	-0.33778	hartree

Each line ends with the natural charge from an NBO analysis.
Geometry (Å):
O1 11.679 11.824 7.103  -0.992
H1 13.074 16.857 11.283  0.198
C1 13.326 10.542 9.832  -0.267
H2 10.779 8.798 7.839  0.214
O2 12.702 7.884 5.689  -1.003
H3 12.007 7.463 6.193  0.487
H4 12.192 10.620 4.008  0.473
H5 10.714 6.453 8.440  0.367
O3 9.616 8.301 9.816  -0.588
H6 8.449 9.300 8.495  0.176
H7 13.596 17.109 8.270  0.188
H8 14.532 13.374 10.865  0.167
N1 10.545 6.837 7.528  -0.843
H9 13.679 8.820 10.577  0.508
H10 13.344 14.807 8.125  0.199
O4 12.107 7.671 11.000  -0.980
N2 11.648 16.658 8.612  -0.861
H11 9.042 9.465 6.324  0.212
H12 14.949 13.072 9.200  0.181
H13 16.073 9.730 10.673  0.501
C2 8.890 8.320 8.573  -0.063
H14 8.090 7.570 8.508  0.177
H15 12.753 18.347 10.496  0.207
O5 17.080 9.748 10.727  -0.984
H16 14.364 7.997 8.609  0.490
H17 11.984 7.266 11.884  0.477
H18 17.275 10.654 11.012  0.469
H19 8.408 9.584 10.800  0.174
H20 13.352 11.250 10.661  0.156
C3 13.467 15.215 9.166  -0.070
O6 12.418 10.518 4.933  -0.992
C4 13.089 16.653 9.099  -0.061
H21 12.297 10.335 9.551  0.192
H22 11.229 7.728 10.601  0.500
C5 9.474 8.502 6.205  -0.614
H23 17.413 8.583 7.627  0.475
C6 9.956 8.154 7.573  -0.081
H24 12.718 14.777 9.894  0.147
H25 11.221 17.509 8.349  0.367
H26 16.172 13.713 10.286  0.188
H27 13.315 7.824 6.474  0.511
H28 17.547 8.014 8.993  0.490
H29 9.611 8.817 11.859  0.196
C7 15.099 13.734 10.031  -0.251
H30 8.212 7.911 11.349  0.168
C8 8.950 8.659 10.997  -0.251
C9 13.390 17.444 10.406  -0.626
O7 14.774 15.134 9.728  -0.547
O8 17.447 7.739 8.073  -0.956
H31 10.230 8.533 5.416  0.232
H32 11.024 12.550 7.098  0.463
H33 8.732 7.819 5.831  0.197
H34 13.659 11.063 8.893  0.199
H35 14.433 17.677 10.538  0.224
H36 11.767 11.467 6.223  0.501
H37 9.943 6.147 7.104  0.353
H38 12.355 9.556 5.153  0.516
H39 11.036 16.146 9.270  0.348
O9 14.427 7.388 7.850  -0.992
H40 15.393 7.155 7.839  0.508
O10 14.191 9.493 10.156  -0.778

Force components x, y, z for each atom (eV/Å):
-0.795 1.104 1.616
0.193 -0.169 -0.196
0.188 2.106 -1.250
0.138 0.687 0.156
0.849 0.155 1.188
-1.394 -0.665 -0.133
-0.012 -0.103 -0.154
0.439 0.130 0.554
0.378 -0.851 0.567
-0.396 0.533 -0.150
0.658 0.376 -0.312
-0.502 -0.079 0.604
0.292 -1.024 -0.047
-0.786 -1.002 0.702
0.357 -0.202 1.125
0.235 -0.395 1.004
0.916 -2.083 1.463
-0.547 1.037 -0.538
-0.235 -0.140 -0.671
1.460 -0.051 -0.044
-0.020 0.447 1.705
0.213 -0.127 0.189
0.564 -0.217 -0.456
-1.605 0.320 -0.009
-0.019 -0.099 -0.303
0.113 0.340 -0.856
0.031 -0.390 -0.123
-0.136 0.220 0.277
-0.313 0.266 -0.097
-0.399 -0.225 0.585
-0.147 -0.311 0.037
-1.855 1.706 -0.257
-0.161 -0.833 0.451
-0.149 0.106 -0.246
0.213 0.182 -0.663
-0.035 0.334 -0.418
0.862 -0.964 -1.280
0.651 -0.235 -0.789
0.018 1.086 0.001
-0.466 0.094 -0.036
0.595 0.364 -1.085
0.028 -0.069 0.201
0.367 -0.005 -0.662
1.085 1.826 -0.167
0.198 0.070 -0.432
-1.350 0.108 0.239
-1.547 -0.392 0.073
-0.226 -2.070 -0.333
-0.112 -0.204 0.318
0.167 0.108 0.458
0.633 -0.700 -0.224
-0.637 -0.422 0.071
0.174 -0.444 0.956
0.318 0.124 -0.132
0.138 -0.276 -1.046
-0.324 0.059 -0.418
0.353 0.215 -0.100
0.486 0.617 -0.513
1.072 -0.023 0.522
-1.004 0.352 -0.134
0.787 -0.308 -0.785